1.
Density functional theory data (ωB97M-V/def2-TZVPD) for 2 unconnected molecules or ions with the total composition H3OPS.

Values from the calculation:
E_LUMO   -1.99 eV
Multiplicity   1
Electronic energy   -816.53783 Eh
SMILES   P=S.O
Maximum force   2.176 eV/A
E_HOMO   -9.40 eV
Gap between HOMO and LUMO   0.272 Ha

Last column: natural (NBO) charge in e.
Cartesian coordinates (Å):
P (2.1292, -1.0131, -0.1925)  0.4231
S (1.5764, 0.8785, -0.2604)  -0.3634
H (0.8040, -1.7563, -0.5428)  -0.0511
O (-1.7606, 0.5064, 0.1081)  -0.9488
H (-0.8776, 0.6707, -0.1379)  0.4737
H (-1.8714, 0.7138, 1.0255)  0.4665


2.
Density functional theory data (ωB97M-V/def2-TZVPD) for 2 unconnected molecules or ions with the total composition H3OPS.

Values from the calculation:
E_LUMO (alpha / beta)   -0.75 / -2.14 eV
Multiplicity   1
Electronic energy   -816.47546 Eh
Maximum force   3.079 eV/A
E_HOMO (alpha / beta)   -9.55 / -8.07 eV
Gap between HOMO and LUMO (alpha / beta)   0.323 / 0.218 Ha

Last column: natural (NBO) charge in e.
Cartesian coordinates (Å):
O (0.7692, -1.4321, 1.0196)  -0.9446
P (0.0667, -0.0129, 1.1614)  0.6646
S (-0.0376, 1.3048, -2.2730)  -0.2212
H (1.5095, -1.3104, 1.6748)  0.4914
H (-1.1438, -0.5813, 0.5963)  -0.0877
H (-1.1639, 2.0319, -2.1790)  0.0976